1.
Here is 2 unconnected molecules or ions with the total composition C3Cl3F3O in a non-equilibrium geometry from the OMol25 dataset. Energies are from ωB97M-V/def2-TZVPD.

The LUMO energy (spin up / spin down) is -0.0131 / -0.1527 Ha. The HOMO energy (spin up / spin down) is -0.3033 / -0.3400 hartree. The spin multiplicity is 3.

Positions of all 10 atoms, in Å:
1 Cl -3.445 -0.216 -1.516
2 Cl -3.172 0.754 0.241
3 Cl -1.219 -2.362 0.231
4 F 2.438 0.079 1.517
5 F 0.797 1.524 0.934
6 F 2.599 1.218 -0.337
7 O -0.346 -0.076 -1.078
8 C 0.905 -0.415 -0.246
9 C -0.260 -1.078 -0.209
10 C 1.701 0.571 0.464

2.
Here is a molecular structure, CI2S in a non-equilibrium geometry from the OMol25 dataset. Energies are from ωB97M-V/def2-TZVPD.

As for the energy relative to the best compared isomer or geometry (same formula, charge and spin): 34.8 kcal/mol. The LUMO energy (spin up / spin down) is -0.0838 / -0.0674 Ha. The HOMO energy (spin up / spin down) is -0.3045 / -0.3266 hartree.

Positions of all 4 atoms, in Å:
1 I -0.323 -2.153 -0.033
2 I 2.850 -0.195 -0.010
3 S -0.651 1.176 0.126
4 C -0.072 -0.265 0.298

3.
Here is a molecular structure, C8H14AlBBr3Cl5F11KNaO6S2 in a non-equilibrium geometry from the OMol25 dataset. Energies are from ωB97M-V/def2-TZVPD.

As for the net charge: +1. The LUMO energy is -0.1745 Ha. The HOMO energy is -0.2961 hartree.

Positions of all 53 atoms, in Å:
1 Br 6.944 -2.595 -4.336
2 Br 10.037 -3.380 -3.888
3 Br 7.852 -4.086 -1.628
4 K 8.806 -0.818 0.916
5 Cl -3.325 -3.866 1.139
6 Cl -3.310 -6.761 0.850
7 Cl -0.837 -5.257 0.558
8 Cl -1.041 4.775 1.333
9 Cl -2.906 -5.065 -1.478
10 S -6.741 3.129 2.910
11 S -2.404 -0.168 -0.383
12 Al -4.994 1.838 -1.006
13 Na -1.341 1.405 -3.414
14 F -2.550 1.979 1.304
15 F -3.004 -1.748 -0.681
16 F -4.994 1.474 3.463
17 F -2.040 -0.051 -2.052
18 F -0.229 3.411 0.242
19 F -4.834 1.267 0.754
20 F -2.887 -0.395 1.282
21 F 0.375 1.399 1.342
22 F -4.034 0.408 -0.650
23 F -2.482 2.459 -1.054
24 F -0.909 -0.876 0.036
25 O 6.794 -0.116 -0.543
26 O -4.771 -2.189 2.767
27 O -6.588 3.629 1.532
28 O -5.466 3.287 3.634
29 O -7.794 3.898 3.598
30 O -7.114 1.704 2.878
31 C 2.072 2.211 -1.119
32 C 8.186 -3.857 -3.530
33 C -1.902 1.568 0.019
34 C 0.547 1.590 -1.283
35 C 4.459 1.341 -0.093
36 C 3.171 0.956 -1.080
37 C -0.314 1.906 0.095
38 C -2.594 -5.237 0.267
39 B 5.391 -0.044 -0.035
40 H 3.602 0.871 -2.169
41 H -5.641 -1.738 2.912
42 H 0.698 0.426 -1.478
43 H 4.846 -1.003 0.426
44 H 2.236 2.797 -0.112
45 H 8.008 -4.828 -4.005
46 H 4.029 1.545 0.999
47 H 0.073 2.069 -2.250
48 H -4.123 -1.590 2.315
49 H 2.313 2.960 -2.014
50 H -4.402 -2.548 3.614
51 H 5.062 2.274 -0.508
52 H 2.705 -0.039 -0.668
53 H 7.366 -0.320 0.270

4.
Here is a single C4H9OP molecule in a non-equilibrium geometry from the OMol25 dataset. Energies are from ωB97M-V/def2-TZVPD.

As for the energy relative to the best compared isomer or geometry (same formula, charge and spin): 29.1 kcal/mol. The LUMO energy is 0.0142 Ha. The HOMO energy is -0.3059 hartree.

Positions of all 15 atoms, in Å:
1 P 1.553 0.102 -0.249
2 O 2.858 0.708 -0.017
3 C 0.746 -0.242 -1.713
4 C 0.456 1.228 1.877
5 C 0.159 0.205 0.815
6 C -0.599 -0.894 -1.998
7 H -1.326 -0.204 -2.244
8 H 0.725 2.282 1.413
9 H -0.331 1.310 2.588
10 H -0.507 -1.569 -2.868
11 H -1.079 -1.540 -1.322
12 H 1.254 -0.044 -2.612
13 H 1.185 0.893 2.521
14 H -0.597 0.621 0.140
15 H -0.188 -0.778 1.318

5.
Here is a single C4H10N2O2 molecule in a non-equilibrium geometry from the OMol25 dataset. Energies are from ωB97M-V/def2-TZVPD.

Its SMILES is CCCNC(=O)NO. As for the energy relative to the best compared isomer or geometry (same formula, charge and spin): 191.9 kcal/mol. The LUMO energy is 0.0268 Ha. The HOMO energy is -0.3533 hartree.

Positions of all 18 atoms, in Å:
1 O 3.382 -0.978 0.003
2 O 1.297 1.879 0.170
3 N 0.865 -0.457 0.479
4 N 2.916 0.331 -0.284
5 C -1.408 -0.233 -0.444
6 C 1.627 0.632 0.158
7 C -2.857 0.002 -0.141
8 C -0.552 -0.263 0.769
9 H 1.476 -1.349 0.066
10 H 3.709 1.252 -0.233
11 H -3.472 0.021 -1.039
12 H 3.278 -1.085 -0.767
13 H -0.637 0.911 1.100
14 H -3.171 1.241 0.004
15 H -3.112 -0.514 0.819
16 H -0.815 -0.963 1.277
17 H -1.029 0.626 -1.049
18 H -1.500 -1.054 -0.888

6.
Here is 9 unconnected molecules or ions with the total composition C30H71ClO12 in a non-equilibrium geometry from the OMol25 dataset. Energies are from ωB97M-V/def2-TZVPD.

Its SMILES is O=C1OC[C@](Cl)(C[C@@H]2CO2)O1.CC(C)O.CC(C)O.CC(C)O.CC(C)O.CC(C)O.CC(C)O.CC(C)O.CC(C)O. The LUMO energy is 0.0015 Ha. The HOMO energy is -0.3517 hartree.

Positions of all 114 atoms, in Å:
1 Cl -1.826 -1.265 0.648
2 O -3.974 4.288 -1.991
3 O 6.142 0.024 -0.571
4 O -1.455 -5.648 6.541
5 O 4.168 -0.238 -3.290
6 O -1.996 1.378 -0.210
7 O -3.886 -3.405 3.594
8 O -1.228 1.994 2.146
9 O 3.390 1.711 -6.556
10 O -2.918 3.382 1.095
11 O -2.394 -4.370 -1.545
12 O -4.449 5.531 2.836
13 O 0.857 2.144 -2.371
14 C -2.876 -2.629 5.632
15 C -2.092 2.306 0.962
16 C 5.151 -0.577 -4.265
17 C 7.479 -0.094 -0.092
18 C -2.488 -5.744 -1.178
19 C 3.146 2.776 -8.697
20 C -1.549 -6.985 7.025
21 C -4.829 -1.435 4.599
22 C 6.157 0.557 -4.381
23 C -1.019 0.365 0.218
24 C -3.987 6.833 3.186
25 C -3.404 7.509 1.955
26 C -4.354 6.583 -1.382
27 C -2.955 6.720 4.297
28 C 5.410 2.292 -7.723
29 C 7.592 -1.326 0.792
30 C 3.971 1.818 -7.853
31 C -3.883 -6.028 -0.645
32 C -1.423 -6.063 -0.140
33 C -0.856 -7.924 6.050
34 C -0.321 0.965 1.575
35 C 7.855 1.169 0.667
36 C 5.827 -1.879 -3.866
37 C 0.173 -0.117 -0.806
38 C -6.259 4.979 -1.709
39 C -0.006 0.843 -2.298
40 C -4.867 5.385 -2.166
41 C -4.167 -2.782 4.844
42 C 1.427 0.896 -3.277
43 C -3.013 -7.355 7.205
44 H -3.502 -6.664 7.899
45 H -6.256 4.690 -0.652
46 H -5.072 -0.937 5.542
47 H -4.851 7.403 3.544
48 H -5.751 -1.559 4.020
49 H -3.993 -7.081 -0.368
50 H 5.090 -2.683 -3.775
51 H 8.131 -0.206 -0.965
52 H -6.974 5.797 -1.846
53 H 5.556 0.124 0.197
54 H -3.061 -2.167 6.607
55 H 6.657 0.738 -3.422
56 H 3.952 0.820 -8.304
57 H 0.011 -1.212 -1.211
58 H 3.559 2.868 -9.707
59 H -4.284 6.351 -0.314
60 H -1.905 -5.608 5.681
61 H 5.458 3.270 -7.232
62 H -3.385 6.221 5.172
63 H -4.886 5.625 -3.235
64 H 7.306 -2.225 0.236
65 H -4.100 -5.411 0.234
66 H 4.619 -0.119 -2.438
67 H -4.640 -5.783 -1.397
68 H 6.913 -1.256 1.650
69 H -3.687 5.019 2.517
70 H 3.114 3.772 -8.240
71 H -4.175 -0.778 4.015
72 H 8.884 1.117 1.035
73 H -0.425 -5.842 -0.534
74 H -4.154 7.573 1.159
75 H -2.311 -6.338 -2.081
76 H 1.261 0.110 -0.442
77 H 0.813 1.264 1.520
78 H -0.428 0.057 2.323
79 H 5.989 1.599 -7.103
80 H -6.611 4.108 -2.274
81 H -2.591 7.707 4.600
82 H 7.186 1.327 1.520
83 H 6.315 -1.785 -2.890
84 H 5.890 2.369 -8.703
85 H -4.856 -3.436 5.389
86 H -1.039 -7.019 7.994
87 H 1.310 1.053 -4.431
88 H -5.012 7.449 -1.509
89 H -1.553 -5.446 0.756
90 H 2.110 2.429 -8.772
91 H 0.194 -7.638 5.921
92 H -2.099 6.115 3.977
93 H -1.321 -7.873 5.059
94 H -3.275 -2.830 3.103
95 H 8.613 -1.453 1.164
96 H 6.919 0.333 -5.135
97 H -3.118 -8.373 7.591
98 H -1.112 0.796 -2.889
99 H 6.579 -2.176 -4.605
100 H -3.951 4.068 -1.045
101 H 5.655 1.491 -4.656
102 H 2.208 0.224 -2.724
103 H -3.347 6.856 -1.713
104 H -3.054 8.519 2.188
105 H -2.564 6.932 1.552
106 H 3.404 2.592 -6.148
107 H -0.896 -8.959 6.402
108 H -1.459 -7.117 0.152
109 H -2.153 -2.014 5.085
110 H -3.554 -7.284 6.255
111 H 4.633 -0.709 -5.221
112 H 7.757 2.049 0.022
113 H -2.549 -3.835 -0.749
114 H -2.404 -3.605 5.791